1.
12
Properties=species:S:1:pos:R:3 method="wB97M-V/def2-TZVPD" energy_ha=-952.2788 charge=0 e_lumo_ev=-0.459 max_force_ev_per_a=5.0 orbital_gap_ev=7.9 e_homo_ev=-8.3 relative_energy_kj_mol=238.0 smiles="C[C@H]1C(=S)[C@@H]1S"
C 0.90 -0.61 0.12
C -0.37 -0.03 0.61
C 0.46 0.72 -0.40
C -1.58 -0.71 0.01
S 2.06 -1.69 0.33
S 1.78 2.00 0.38
H -0.50 0.23 1.65
H 0.17 0.78 -1.38
H -2.07 0.04 -0.64
H -2.30 -1.06 0.75
H -1.23 -1.42 -0.86
H 2.68 1.73 -0.56

---

2.
9
Properties=species:S:1:pos:R:3 method="wB97M-V/def2-TZVPD" energy_ha=-353.4244 charge=0 e_lumo_ev="-0.152 / 0.256" max_force_ev_per_a=3.0 orbital_gap_ev="8.7 / 9.4" e_homo_ev="-8.8 / -9.1" relative_energy_kj_mol=413.0
C -2.02 -0.70 -0.04
C 1.15 0.27 0.07
O 1.93 0.96 0.89
F 1.15 0.83 -1.18
F 1.35 -1.04 0.01
H -2.63 0.09 -0.29
H -1.27 -0.85 -0.70
H -2.06 -1.17 0.89
H 2.41 1.62 0.34

---

3.
16
Properties=species:S:1:pos:R:3 method="wB97M-V/def2-TZVPD" energy_ha=-308.8742 charge=0 e_lumo_ev=0.767 max_force_ev_per_a=0.4 orbital_gap_ev=10.7 e_homo_ev=-9.9 relative_energy_kj_mol=62.9 smiles=C[C@@H](O)CCO
C 0.82 -0.01 2.00
C -0.07 0.13 0.77
O -0.36 1.50 0.62
C 0.55 -0.42 -0.51
C -0.44 -0.47 -1.67
O -1.11 0.78 -1.88
H 0.33 0.46 2.86
H 1.01 -1.07 2.24
H 1.77 0.50 1.83
H -1.01 -0.44 0.96
H -0.68 1.60 -0.30
H 0.93 -1.44 -0.38
H 1.42 0.21 -0.77
H -1.18 -1.26 -1.47
H 0.07 -0.73 -2.60
H -2.06 0.67 -1.71

---

4.
127
Properties=species:S:1:pos:R:3 method="wB97M-V/def2-TZVPD" energy_ha=-12203.2784 charge=-1 e_lumo_ev=1.016 max_force_ev_per_a=2.1 orbital_gap_ev=5.8 e_homo_ev=-4.8
C 6.89 -6.33 0.58
C 6.26 -6.56 -0.78
S 4.87 -7.72 -0.59
C 3.55 -6.87 -1.51
Ga 2.54 -5.44 -0.48
Cl 2.83 -5.52 1.74
C 0.51 -5.79 -0.77
C -0.19 -5.94 0.48
O -0.72 -5.05 1.12
Cl -0.28 -7.63 1.17
C 2.92 -3.62 -1.33
Br 1.78 -3.21 -2.86
C 3.81 -2.69 -1.02
C 4.01 -1.35 -1.65
Br 5.04 -3.01 0.41
H 6.13 -5.93 1.24
H 7.20 -7.28 1.00
H 7.72 -5.63 0.51
H 5.84 -5.63 -1.16
H 6.96 -6.94 -1.52
H 3.98 -6.41 -2.40
H 2.85 -7.63 -1.82
H 0.09 -4.93 -1.26
H 0.42 -6.67 -1.41
H 3.69 -1.35 -2.69
H 5.06 -1.11 -1.63
H 3.51 -0.59 -1.08
C -1.52 0.79 -3.53
C -1.28 -0.69 -3.68
O -0.05 -0.73 -4.43
C 0.60 0.44 -4.22
O 1.72 0.66 -4.56
O -0.19 1.32 -3.57
H -2.01 1.04 -2.60
H -2.09 1.20 -4.36
H -1.12 -1.19 -2.72
H -2.07 -1.20 -4.22
C 6.25 2.89 -2.44
C 7.55 2.11 -2.56
O 7.68 1.54 -1.26
C 6.45 1.47 -0.70
O 6.19 0.89 0.30
O 5.55 2.15 -1.44
H 5.68 2.93 -3.36
H 6.41 3.91 -2.07
H 7.48 1.31 -3.30
H 8.40 2.74 -2.80
C -3.75 4.54 -2.74
C -4.97 5.08 -3.47
O -4.93 4.35 -4.71
C -4.23 3.21 -4.50
O -4.16 2.31 -5.28
O -3.63 3.22 -3.29
H -3.89 4.50 -1.67
H -2.84 5.10 -2.97
H -5.90 4.85 -2.96
H -4.92 6.15 -3.65
C -3.93 -6.76 2.83
C -2.60 -6.43 3.46
O -2.96 -6.23 4.84
C -4.10 -6.91 5.08
O -4.58 -7.08 6.15
O -4.65 -7.36 3.92
H -3.85 -7.46 2.00
H -4.47 -5.88 2.50
H -1.89 -7.25 3.39
H -2.14 -5.54 3.04
C 1.69 -6.26 6.11
C 1.95 -7.75 5.99
O 3.25 -7.78 5.39
C 3.88 -6.61 5.66
O 5.02 -6.39 5.44
O 3.02 -5.73 6.23
H 1.10 -6.00 6.98
H 1.22 -5.85 5.22
H 2.01 -8.24 6.97
H 1.23 -8.26 5.37
C -10.68 4.19 -3.08
C -9.66 3.85 -4.15
O -8.49 4.50 -3.66
C -8.62 4.66 -2.32
O -7.74 5.02 -1.61
O -9.86 4.35 -1.92
H -11.42 3.41 -2.93
H -11.20 5.13 -3.28
H -9.47 2.78 -4.22
H -9.93 4.22 -5.13
C 5.83 2.39 2.89
C 4.61 2.10 3.74
O 4.65 3.18 4.70
C 5.34 4.20 4.16
O 5.40 5.29 4.63
O 5.95 3.82 3.02
H 5.71 2.10 1.85
H 6.73 1.93 3.29
H 3.68 2.17 3.18
H 4.66 1.14 4.24
C -9.87 9.73 -1.43
C -9.68 8.44 -0.67
O -10.81 7.67 -1.09
C -11.23 8.14 -2.28
O -12.04 7.61 -2.97
O -10.60 9.30 -2.59
H -8.94 10.21 -1.72
H -10.49 10.45 -0.88
H -8.77 7.91 -0.96
H -9.68 8.57 0.41
C -6.27 -0.98 -2.06
C -5.25 -1.32 -3.12
O -4.08 -0.66 -2.64
C -4.20 -0.49 -1.30
O -3.33 -0.13 -0.58
O -5.46 -0.81 -0.89
H -7.00 -1.76 -1.90
H -6.79 -0.04 -2.26
H -5.05 -2.39 -3.18
H -5.52 -0.95 -4.11
C 8.88 6.22 4.94
C 9.30 4.77 4.83
O 10.49 4.86 4.04
C 11.01 6.10 4.19
O 12.08 6.44 3.81
O 10.14 6.91 4.85
H 8.39 6.45 5.88
H 8.24 6.53 4.12
H 9.55 4.33 5.79
H 8.56 4.15 4.33

---

5.
28
Properties=species:S:1:pos:R:3 method="wB97M-V/def2-TZVPD" energy_ha=-4655.4887 charge=-2 e_lumo_ev=4.492 max_force_ev_per_a=11.5 orbital_gap_ev=9.8 e_homo_ev=-5.3 relative_energy_kj_mol=377.8
K -0.28 -0.22 0.11
N 1.83 -1.91 0.26
S 2.10 -2.88 1.34
O 3.51 -3.03 1.76
O 1.29 -4.05 1.62
F 1.54 -1.94 2.51
S 2.59 -2.86 -0.94
O 2.50 -4.29 -0.93
O 3.86 -2.33 -1.33
F 1.62 -2.30 -2.17
N -1.81 0.20 2.10
S -1.41 1.69 2.84
O -2.22 2.25 3.91
O -0.78 2.67 1.93
F -0.10 1.08 3.57
S -3.31 0.45 1.79
O -3.57 1.54 0.89
O -4.31 0.15 2.81
F -3.49 -0.84 0.82
N 0.28 1.98 -1.51
S -1.11 2.05 -2.46
O -1.85 0.82 -2.73
O -1.13 3.06 -3.53
F -1.93 2.80 -1.25
S 1.14 1.60 -2.72
O 1.57 2.65 -3.60
O 1.01 0.21 -3.21
F 2.47 1.44 -1.84

---

6.
143
Properties=species:S:1:pos:R:3 method="wB97M-V/def2-TZVPD" energy_ha=-3116.1823 charge=0 e_lumo_ev=0.445 max_force_ev_per_a=2.4 orbital_gap_ev=9.9 e_homo_ev=-9.5 smiles="CCCCCCCCCCCCCOC(=O)COCCOCCOCC.CCOC(=O)OC.CCOC(=O)OC.CCOC(=O)OC.CCOC(=O)OC.CCOC(=O)OC"
C 3.86 -0.41 0.22
C 3.88 -1.53 -0.81
C 3.16 -1.14 -2.12
C 3.83 0.08 -2.80
C 3.04 1.40 -2.49
C 4.03 2.54 -2.17
C 4.36 3.35 -3.44
C 3.39 4.54 -3.70
C 4.10 5.87 -3.35
C 3.69 6.28 -1.90
C 2.44 7.19 -2.00
C 1.62 7.14 -0.70
C 0.43 6.19 -0.84
O -0.53 6.55 0.18
C -1.82 6.57 -0.25
O -2.17 7.28 -1.12
C -2.75 5.64 0.50
O -2.52 4.32 0.06
C -3.70 3.76 -0.52
C -3.40 2.56 -1.38
O -3.21 1.39 -0.60
C -3.60 0.22 -1.32
C -2.87 0.01 -2.67
O -3.73 0.09 -3.79
C -3.60 1.27 -4.57
C -3.80 0.96 -6.07
H 4.29 -0.79 1.15
H 4.49 0.42 -0.10
H 2.85 -0.10 0.46
H 3.33 -2.38 -0.41
H 4.89 -1.89 -1.02
H 3.26 -2.01 -2.78
H 2.11 -0.93 -1.95
H 3.79 -0.07 -3.88
H 4.86 0.14 -2.45
H 2.40 1.20 -1.63
H 2.45 1.63 -3.37
H 3.59 3.19 -1.42
H 4.96 2.16 -1.75
H 4.32 2.70 -4.32
H 5.37 3.71 -3.33
H 3.00 4.54 -4.71
H 2.53 4.42 -3.03
H 3.72 6.66 -4.00
H 5.18 5.83 -3.47
H 3.42 5.40 -1.32
H 4.50 6.79 -1.38
H 2.79 8.19 -2.25
H 1.85 6.77 -2.82
H 2.24 6.79 0.13
H 1.18 8.12 -0.53
H 0.00 6.27 -1.84
H 0.72 5.15 -0.70
H -3.77 5.98 0.34
H -2.56 5.70 1.57
H -4.44 3.54 0.25
H -4.10 4.53 -1.19
H -2.53 2.79 -1.99
H -4.28 2.41 -2.01
H -3.38 -0.63 -0.68
H -4.67 0.24 -1.54
H -1.98 0.62 -2.76
H -2.52 -1.03 -2.65
H -4.38 1.97 -4.28
H -2.63 1.76 -4.47
H -4.41 1.74 -6.51
H -4.30 0.00 -6.17
H -2.83 0.98 -6.55
C 10.36 -5.13 -2.97
C 9.53 -4.53 -1.85
O 8.38 -3.85 -2.36
C 7.37 -4.64 -2.74
O 7.34 -5.84 -2.68
O 6.39 -3.86 -3.21
C 5.28 -4.58 -3.74
H 10.62 -4.37 -3.70
H 11.28 -5.56 -2.57
H 9.81 -5.91 -3.49
H 10.12 -3.78 -1.33
H 9.24 -5.29 -1.12
H 4.89 -5.30 -3.02
H 5.57 -5.09 -4.66
H 4.50 -3.86 -3.97
C -8.25 -5.62 -1.34
C -7.08 -4.86 -1.94
O -6.93 -3.56 -1.35
C -6.36 -3.55 -0.14
O -5.96 -4.50 0.47
O -6.32 -2.28 0.28
C -5.82 -2.11 1.60
H -9.16 -5.02 -1.40
H -8.40 -6.56 -1.86
H -8.07 -5.84 -0.28
H -7.27 -4.68 -3.00
H -6.15 -5.42 -1.87
H -4.84 -2.57 1.72
H -6.53 -2.52 2.33
H -5.72 -1.04 1.78
C -4.00 -6.76 2.10
C -3.76 -5.81 3.25
O -2.58 -6.15 3.99
C -1.43 -5.81 3.41
O -1.31 -5.24 2.35
O -0.42 -6.20 4.20
C 0.87 -5.97 3.64
H -4.02 -7.80 2.45
H -4.94 -6.54 1.60
H -3.20 -6.70 1.36
H -4.59 -5.87 3.95
H -3.70 -4.78 2.90
H 0.99 -4.93 3.33
H 1.04 -6.64 2.79
H 1.60 -6.20 4.41
C -7.59 5.27 5.30
C -7.05 3.90 5.66
O -7.39 2.92 4.66
C -6.66 2.96 3.55
O -5.76 3.73 3.31
O -7.12 2.02 2.72
C -6.48 2.01 1.44
H -8.67 5.22 5.12
H -7.41 5.98 6.11
H -7.13 5.65 4.39
H -7.50 3.55 6.58
H -5.97 3.93 5.81
H -5.39 1.95 1.54
H -6.76 2.90 0.88
H -6.82 1.13 0.90
C 3.39 -1.86 7.22
C 3.36 -2.29 5.77
O 4.17 -1.44 4.95
C 5.48 -1.66 5.02
O 6.03 -2.49 5.69
O 6.09 -0.78 4.22
C 7.51 -0.83 4.26
H 3.11 -0.80 7.31
H 2.70 -2.45 7.82
H 4.39 -1.96 7.64
H 2.34 -2.20 5.39
H 3.66 -3.33 5.66
H 7.87 -1.84 4.07
H 7.87 -0.47 5.22
H 7.88 -0.17 3.48

---

7.
17
Properties=species:S:1:pos:R:3 method="wB97M-V/def2-TZVPD" energy_ha=-1067.7457 charge=0 e_lumo_ev=0.069 max_force_ev_per_a=4.3 orbital_gap_ev=8.0 e_homo_ev=-7.9 relative_energy_kj_mol=438.6
C 0.69 -0.67 -1.52
C -0.59 -1.05 -1.36
C -0.96 -0.35 0.02
C 0.26 -0.78 0.85
C 0.87 1.43 -0.08
C 1.21 -0.12 -0.15
C -0.45 1.47 0.61
S -2.63 -0.67 0.69
S -1.53 2.43 1.32
H 1.38 -0.85 -2.36
H -1.42 -1.36 -1.95
H 0.41 -0.44 1.81
H 0.38 -1.95 0.93
H 1.67 2.02 0.27
H 0.47 1.89 -0.94
H 2.21 -0.23 0.07
H -1.96 -0.79 1.80

---

8.
68
Properties=species:S:1:pos:R:3 method="wB97M-V/def2-TZVPD" energy_ha=-6683.4092 charge=+1 e_lumo_ev=-3.053 max_force_ev_per_a=0.2 orbital_gap_ev=6.9 e_homo_ev=-10.0 relative_energy_kj_mol=0.0
Ba 0.13 0.38 -0.50
Br 7.10 1.33 1.95
C 5.42 0.74 1.35
C 5.21 0.48 0.01
C 3.93 0.11 -0.37
N 2.91 -0.02 0.48
C 3.14 0.21 1.78
C 4.38 0.61 2.25
C 1.99 0.01 2.72
C 2.21 -0.21 4.07
C 1.11 -0.36 4.90
Br 1.38 -0.66 6.74
C -0.17 -0.31 4.38
C -0.29 -0.11 3.01
N 0.76 0.04 2.20
H 6.00 0.56 -0.72
H 3.72 -0.08 -1.41
H 4.54 0.84 3.29
H 3.21 -0.28 4.47
H -1.04 -0.42 5.00
H -1.27 -0.05 2.56
C -2.15 6.09 -1.88
C -2.78 6.45 -0.55
C -3.86 7.32 -0.47
C -4.43 7.64 0.75
C -3.93 7.10 1.93
C -2.85 6.23 1.86
C -2.28 5.91 0.64
N -1.19 4.98 0.61
C -1.36 3.67 0.22
N -2.63 3.25 0.17
C -3.19 1.93 0.09
C -2.39 0.79 0.03
C -3.08 -0.42 -0.02
C -4.47 -0.51 -0.01
C -5.21 0.66 0.04
C -4.59 1.89 0.09
C -5.42 3.15 0.14
N -0.34 2.91 -0.08
C 0.98 3.30 0.24
C 1.36 3.51 1.58
C 2.67 3.75 1.92
C 3.65 3.78 0.93
C 3.29 3.58 -0.39
C 1.96 3.34 -0.76
C 1.61 3.16 -2.22
H -2.71 6.55 -2.70
H -2.15 5.01 -2.03
H -1.12 6.44 -1.93
H -4.26 7.75 -1.38
H -5.27 8.32 0.79
H -4.37 7.35 2.88
H -2.43 5.79 2.76
H -0.28 5.36 0.40
H -3.31 3.98 0.34
H -2.53 -1.37 -0.06
H -4.96 -1.48 -0.05
H -6.29 0.61 0.04
H -6.48 2.92 0.11
H -5.21 3.81 -0.71
H -5.24 3.73 1.06
H 0.59 3.47 2.34
H 2.94 3.92 2.95
H 4.68 3.98 1.18
H 4.04 3.62 -1.17
H 2.36 3.63 -2.85
H 0.64 3.59 -2.45
H 1.59 2.10 -2.54

---

9.
45
Properties=species:S:1:pos:R:3 method="wB97M-V/def2-TZVPD" energy_ha=-1931.9440 charge=+2 e_lumo_ev="-5.620 / -8.699" multiplicity=5 max_force_ev_per_a=0.2 orbital_gap_ev="7.9 / 6.8" s_squared=6.0442 e_homo_ev="-13.6 / -15.5" relative_energy_kj_mol=0.0
Pd 0.49 0.08 -0.80
C -1.14 -0.23 2.45
P 0.40 0.12 1.58
C 1.66 -0.97 2.28
C 0.87 1.83 2.02
C 1.94 2.39 1.07
P 1.40 2.29 -0.67
C 2.83 2.72 -1.69
C 0.18 3.60 -0.92
H -0.98 -0.14 3.52
H -1.47 -1.25 2.22
H -1.91 0.47 2.14
H 1.69 -0.85 3.37
H 2.64 -0.73 1.87
H 1.42 -2.00 2.04
H 1.22 1.85 3.06
H -0.04 2.44 1.98
H 2.87 1.82 1.15
H 2.18 3.43 1.32
H 3.18 3.72 -1.42
H 2.54 2.71 -2.74
H 3.63 2.00 -1.53
H 0.62 4.57 -0.70
H -0.69 3.45 -0.27
H -0.16 3.59 -1.95
C 2.71 -2.37 -2.34
C 2.40 -1.23 -1.44
O 3.09 -0.64 -0.67
H 3.64 -2.85 -2.03
H 2.82 -1.96 -3.34
H 1.88 -3.07 -2.35
Cl -1.86 0.73 -1.38
C -2.75 -0.65 -0.74
C -3.87 -0.40 0.00
C -4.55 -1.47 0.57
C -4.08 -2.77 0.40
C -2.95 -3.01 -0.36
C -2.24 -1.95 -1.00
C -1.16 -2.22 -1.85
H -4.22 0.61 0.14
H -5.45 -1.29 1.15
H -4.60 -3.60 0.85
H -2.60 -4.02 -0.52
H -0.77 -1.47 -2.52
H -0.83 -3.24 -1.98